(1)
Molecular formula: C4CsF12LiN2O8S4
Method: DFT, ωB97M-V/def2-TZVPD

```
! RIJCOSX wB97M-V def2-TZVPD def2/J DEFGRID3
* xyz 0 1
Li 22.2236 19.6356 -5.2533
Cs 18.8888 22.0534 -2.5248
C 21.3922 17.1242 -2.4041
F 20.2485 17.0297 -3.2177
F 21.1199 17.9795 -1.4258
F 21.6615 15.9618 -1.8234
S 23.0054 17.8401 -3.3561
O 24.1963 17.2949 -2.7082
O 22.9099 17.2684 -4.7176
N 22.7060 19.5260 -3.3545
S 23.6454 20.0979 -2.2453
O 23.3521 19.5859 -0.9142
O 25.0872 20.1595 -2.5875
C 23.0826 22.0652 -2.1344
F 22.6980 22.5744 -3.3421
F 22.0162 22.0894 -1.3034
F 24.1005 22.7447 -1.7660
C 19.5375 19.5888 -6.5595
F 20.1948 19.1701 -5.4282
F 19.7299 18.6185 -7.4311
F 18.3546 20.0546 -6.3116
S 20.6232 20.9754 -7.2446
O 20.2768 21.1562 -8.6320
O 20.3972 22.1164 -6.3511
N 22.1462 20.2163 -7.0618
S 22.9980 20.5811 -8.3832
O 22.7254 19.6665 -9.5326
O 23.2188 22.0079 -8.6810
C 24.6378 19.9146 -7.8500
F 25.0802 20.6711 -6.8379
F 24.5476 18.7397 -7.2714
F 25.5304 19.9384 -8.8461
*
```

Its highest occupied orbital energy is -9.96 eV. The electronic energy comes out at -3682.6200 hartree.

The Mulliken scheme yields these atomic charges, measured in e: Li 1.2091; Cs 1.0057; C 0.6656; F -0.2120; F -0.2288; F -0.2002; S 0.9593; O -0.5413; O -0.6803; N -0.4296; S 0.8885; O -0.5855; O -0.6136; C 0.5582; F -0.2285; F -0.2369; F -0.1799; C 0.6777; F -0.3363; F -0.1945; F -0.1587; S 0.9148; O -0.5994; O -0.6271; N -0.4697; S 0.8824; O -0.6277; O -0.6004; C 0.6203; F -0.2331; F -0.2089; F -0.1890


(2)
Molecular formula: C6H9N
Method: DFT, ωB97M-V/def2-TZVPD

```
! RIJCOSX wB97M-V def2-TZVPD def2/J DEFGRID3
* xyz 0 1
C 1.6226 2.0554 0.1042
N 1.5007 0.8288 0.3844
C 0.8335 -0.0090 -0.5625
C 0.7874 -1.4851 -0.2027
C -0.4039 -0.6299 -0.0341
C -1.3596 -0.2152 1.0117
C -1.8432 -0.6167 -0.3720
H 2.0729 2.7212 0.8413
H 1.2861 2.5021 -0.8408
H 0.8655 0.2742 -1.6187
H 1.3518 -1.7551 0.6850
H 0.7995 -2.2141 -1.0104
H -1.3879 0.8431 1.2655
H -1.5585 -0.8808 1.8469
H -2.3437 -1.5772 -0.4643
H -2.2233 0.1585 -1.0335
*
```

Its highest occupied orbital energy is -9.42 eV. The electronic energy comes out at -288.6775 hartree.

The Mulliken scheme yields these atomic charges, measured in e: C -0.3166; N -0.4961; C -0.0990; C -0.7492; C 0.4363; C -0.6168; C -0.5284; H 0.2689; H 0.2390; H 0.4564; H 0.2752; H 0.2310; H 0.2163; H 0.2219; H 0.2198; H 0.2413


(3)
Molecular formula: C20H16N4S
Method: DFT, ωB97M-V/def2-TZVPD

```
! RIJCOSX wB97M-V def2-TZVPD def2/J DEFGRID3
* xyz 0 1
C 1.2084 1.5564 -5.7433
C 2.1832 0.5717 -5.5210
C 2.2405 -0.1180 -4.3059
C 1.2903 0.1824 -3.3319
C 0.2895 1.1364 -3.5593
C 0.2452 1.8417 -4.7643
S -0.7296 1.3167 -2.1592
C 0.2002 0.1034 -1.2729
N -0.0489 -0.3054 -0.0873
C 0.7449 -1.3584 0.5078
C 2.1639 -1.3329 0.0076
C 2.2353 -1.2944 -1.5079
N 1.2586 -0.3253 -2.0309
H 1.2009 2.1121 -6.6810
H 2.9053 0.3505 -6.3093
H 3.0078 -0.8712 -4.1198
H -0.5138 2.6089 -4.9226
H 0.6836 -1.2208 1.5875
H 0.2652 -2.3222 0.2602
H 2.6628 -0.4684 0.4525
H 2.6910 -2.2177 0.3537
H 3.2434 -1.0303 -1.8570
H 1.9987 -2.2957 -1.9060
N -2.6195 -1.9671 -1.1137
C -2.5505 -1.5786 -0.0048
C -2.4260 -1.0818 1.3160
C -3.4117 -1.4966 2.2706
N -4.2438 -1.7308 3.0653
C -1.6408 0.0248 1.5877
C -1.2752 0.3625 2.9431
C -1.3796 -0.5230 4.0522
C -1.4220 0.0154 5.3446
C -1.3051 1.4053 5.5283
C -0.9613 2.2328 4.4416
C -0.8951 1.7046 3.1583
H -1.4727 0.8036 0.8104
H -1.4303 -1.6107 3.8994
H -1.5644 -0.6379 6.2053
H -1.4518 1.8430 6.5234
H -0.7554 3.2967 4.5916
H -0.6211 2.3185 2.2910
*
```

Its highest occupied orbital energy is -8.05 eV. The electronic energy comes out at -1388.8731 hartree.

The Mulliken scheme yields these atomic charges, measured in e: C -0.5720; C -0.5977; C -0.7540; C 0.4041; C 0.5133; C -0.4861; S -0.3246; C 0.2149; N 0.0549; C -0.7050; C -1.1078; C -0.5875; N 0.2375; H 0.3610; H 0.3651; H 0.3247; H 0.3830; H 0.2860; H 0.3167; H 0.3720; H 0.4096; H 0.4480; H 0.3121; N -0.6048; C -0.1550; C 0.9846; C -0.4463; N -0.6049; C 0.2373; C 1.1276; C -0.1637; C -0.7241; C -0.3227; C -0.6490; C -0.4651; H 0.0098; H 0.4659; H 0.3676; H 0.3716; H 0.3550; H 0.3480


(4)
Molecular formula: C4H11NOP
Method: DFT, ωB97M-V/def2-TZVPD

```
! RIJCOSX wB97M-V def2-TZVPD def2/J DEFGRID3
* xyz 1 1
C 1.4782 0.7085 1.5712
C 1.6612 -0.5118 0.6609
C 0.0487 0.9863 -0.6653
C -0.3905 -0.0917 -1.5915
N 0.4957 0.2310 0.5823
O -1.6034 -0.8384 -1.0643
P -1.7235 -1.0100 1.0078
H 1.3536 0.5763 2.5584
H 1.7474 1.7728 1.2352
H 2.3741 -0.2478 -0.0938
H 1.6333 -1.5077 1.0813
H -0.7086 1.7891 -0.3766
H 0.7289 1.6290 -1.1396
H -0.6691 0.2194 -2.5588
H 0.3773 -0.8213 -1.5701
H -1.8834 -1.6882 -1.4294
H -3.0067 -1.4880 0.5711
H -1.9134 0.2924 1.2213
*
```

Its highest occupied orbital energy is -13.23 eV. The electronic energy comes out at -629.9455 hartree.

The Mulliken scheme yields these atomic charges, measured in e: C -0.5228; C -0.5479; C -0.8034; C -0.1810; N -0.0099; O -0.4614; P 0.2916; H 0.3161; H 0.2170; H 0.3458; H 0.2546; H 0.3018; H 0.4775; H 0.4070; H 0.3183; H 0.4015; H 0.1044; H 0.0909


(5)
Molecular formula: C13H16BrN3OsS
Method: DFT, ωB97M-V/def2-TZVPD

```
! RIJCOSX wB97M-V def2-TZVPD def2/J DEFGRID3
* xyz 2 1
Os -0.3039 0.0585 0.6129
N -0.8809 -1.8813 1.4412
C -1.3174 -2.7923 0.3505
C -0.3158 -2.6736 -0.7927
N -0.2807 -1.2696 -1.2582
H -0.0719 -2.3161 1.8995
H -1.6149 -1.8420 2.1554
H -2.3170 -2.4955 0.0148
H -1.3610 -3.8321 0.6870
H -0.5883 -3.3614 -1.5957
H 0.6812 -2.9427 -0.4318
H -1.0915 -1.0990 -1.8574
H 0.5402 -1.1438 -1.8525
S 2.3018 0.6072 -0.4176
C 1.3042 1.9652 -0.8071
C 1.7329 3.0555 -1.5638
C 0.8268 4.0614 -1.8442
C -0.4692 3.9648 -1.3394
C -0.8230 2.8599 -0.5801
N 0.0367 1.8644 -0.3309
H 2.7532 3.0877 -1.9169
H 1.1231 4.9114 -2.4391
H -1.1919 4.7390 -1.5414
H -1.8193 2.7749 -0.1604
Br 0.9191 3.3999 6.3046
C 0.6219 2.3848 4.7303
C -0.6473 1.8676 4.4643
C -0.8663 1.1652 3.2970
C 0.1742 0.9250 2.3825
C 1.4501 1.4078 2.7091
C 1.6754 2.1645 3.8392
H -1.4520 2.0204 5.1670
H -1.8672 0.8018 3.0908
H 2.2892 1.2021 2.0519
H 2.6509 2.5836 4.0338
*
```

Its highest occupied orbital energy (alpha / beta) is -14.93 / -14.93 eV. The electronic energy comes out at -3731.4631 hartree.

The Mulliken scheme yields these atomic charges, measured in e: Os 0.7296; N -0.5414; C -0.5737; C -0.5840; N -0.5554; H 0.3508; H 0.3292; H 0.3428; H 0.4102; H 0.4174; H 0.3463; H 0.3212; H 0.3176; S -0.1992; C 0.7488; C -0.8520; C -0.1713; C -0.6804; C -0.0920; N -0.2917; H 0.4428; H 0.4335; H 0.4417; H 0.4447; Br -0.0040; C 0.1145; C -0.6563; C -0.3055; C 0.4124; C -0.0026; C -0.6591; H 0.4444; H 0.3442; H 0.3227; H 0.4541


(6)
Molecular formula: C23H32N4O4
Method: DFT, ωB97M-V/def2-TZVPD

```
! RIJCOSX wB97M-V def2-TZVPD def2/J DEFGRID3
* xyz 0 1
C -0.9942 4.1123 -3.8089
C -0.8627 2.6834 -3.2845
C -2.1044 1.8723 -3.6470
C -0.6280 2.7214 -1.7707
C -0.4561 1.3399 -1.1203
N -0.1464 1.4766 0.2791
C -0.8873 0.9185 1.2569
O -1.9478 0.3459 1.0548
C -0.2703 1.0871 2.5826
N 0.8152 1.9076 2.7174
C 1.1269 1.9001 3.9797
N 0.2980 1.1067 4.6889
C -0.5973 0.5514 3.8165
C -1.6606 -0.2911 4.4182
O -2.1650 0.0950 5.4668
N -1.9707 -1.4732 3.8562
C -3.0763 -2.2242 4.4060
C -1.3388 -2.0370 2.6792
C 0.1634 -1.9213 2.6792
C 0.8955 -2.0862 3.8485
C 2.2722 -1.9515 3.8392
C 2.9345 -1.6567 2.6597
C 2.2154 -1.5164 1.4852
C 0.8396 -1.6558 1.4951
C 0.6920 0.5908 -1.8032
O 1.8518 0.8388 -1.5929
O 0.2201 -0.3333 -2.6233
C 1.0994 -1.1527 -3.4432
C 2.0385 -1.9694 -2.5574
C 1.8849 -0.2655 -4.4074
C 0.1443 -2.0679 -4.2083
H -0.1118 4.6973 -3.5604
H -1.1119 4.1129 -4.8899
H -1.8631 4.5970 -3.3695
H 0.0098 2.2225 -3.7605
H -2.3101 1.9586 -4.7120
H -1.9648 0.8210 -3.4124
H -2.9697 2.2407 -3.1006
H 0.2759 3.3001 -1.5649
H -1.4685 3.2199 -1.2835
H -1.3764 0.7542 -1.1925
H 0.7356 1.8947 0.5431
H 1.9397 2.4481 4.4123
H 0.2719 0.9532 5.6852
H -3.8544 -2.3531 3.6513
H -2.7390 -3.2053 4.7483
H -3.4791 -1.6666 5.2497
H -1.6092 -3.0983 2.6536
H -1.7471 -1.5603 1.7808
H 0.3821 -2.3077 4.7739
H 2.8294 -2.0741 4.7568
H 4.0076 -1.5380 2.6558
H 2.7245 -1.2832 0.5626
H 0.2790 -1.5417 0.5787
H 2.7369 -1.3148 -2.0438
H 1.4676 -2.5272 -1.8179
H 2.5991 -2.6701 -3.1699
H 1.2018 0.3124 -5.0262
H 2.5025 -0.8849 -5.0517
H 2.5274 0.4165 -3.8568
H -0.4285 -2.6750 -3.5124
H -0.5480 -1.4736 -4.7988
H 0.7052 -2.7207 -4.8705
*
```

Its highest occupied orbital energy is -8.58 eV. The electronic energy comes out at -1415.7009 hartree.

The Mulliken scheme yields these atomic charges, measured in e: C -1.7004; C 1.4839; C -1.4763; C -1.6731; C 0.1966; N -0.0301; C -0.0897; O -0.8003; C 1.6778; N -0.7333; C -0.5521; N 0.0316; C -0.0784; C 0.3903; O -0.7200; N 0.0037; C -1.2821; C -1.1055; C 0.5907; C -0.4739; C -0.6330; C -0.8193; C -0.1916; C -0.2102; C -0.1128; O -0.5982; O -0.1275; C 1.6144; C -1.5166; C -1.6446; C -1.7696; H 0.3947; H 0.4300; H 0.3757; H -0.1195; H 0.4614; H 0.2481; H 0.3081; H 0.4412; H 0.4460; H 0.6449; H 0.4448; H 0.4675; H 0.2331; H 0.3532; H 0.3621; H 0.4158; H 0.5189; H 0.2995; H 0.4193; H 0.4136; H 0.4233; H 0.3423; H 0.4630; H 0.3410; H 0.2867; H 0.5175; H 0.3477; H 0.5015; H 0.3551; H 0.3960; H 0.4072; H 0.4095